Record 1
Formula: C20H25NO3
Source: OMol25
Level of theory: ωB97M-V/def2-TZVPD

Output
Multiplicity: 1
SMILES string: CC1(C)CC(=O)C(CC(=O)N[C@@H]2CCCc3ccccc32)C(=O)C1
HOMO-LUMO gap: 9.590 eV
Energy above the lowest of the compared OMol25 structures with the same formula, charge and spin: 18.3 kcal/mol

Each line ends with the Löwdin charge.
CARTESIAN COORDINATES (ANGSTROEM)
1 C 5.2910 0.4809 -1.4890  -0.04
2 H 5.0537 1.5388 -1.5759  0.09
3 H 6.2840 0.3853 -1.0558  0.09
4 H 5.3121 0.0529 -2.4881  0.09
5 C 4.2584 -0.2420 -0.6234  -0.54
6 C 2.8638 -0.0777 -1.2501  -0.05
7 C 1.8049 -0.6828 -0.3778  -0.37
8 O 1.0295 -1.5297 -0.7388  0.12
9 C 1.7823 -0.1554 1.0517  -0.15
10 C 3.1756 -0.2124 1.6567  -0.36
11 O 3.3715 -0.6934 2.7425  0.12
12 C 4.2641 0.3650 0.7900  -0.06
13 H 5.2250 0.1831 1.2748  0.14
14 H 4.1220 1.4457 0.7201  0.13
15 C 1.2429 1.2895 1.0768  -0.03
16 C 0.0561 1.4200 0.1223  -0.50
17 O 0.1777 1.9175 -0.9787  0.07
18 N -1.0983 0.9281 0.5992  0.11
19 H -1.1334 0.5214 1.5206  0.16
20 C -2.3432 0.9602 -0.1498  -0.25
21 C -3.0476 -0.3734 -0.0549  -0.12
22 C -2.2968 -1.5377 -0.1863  -0.02
23 C -2.8941 -2.7807 -0.1045  -0.08
24 C -4.2598 -2.8738 0.1039  -0.09
25 C -5.0128 -1.7213 0.2162  -0.04
26 C -4.4242 -0.4637 0.1367  -0.17
27 C -5.2899 0.7592 0.2719  -0.15
28 C -4.6053 2.0058 -0.2745  -0.19
29 C -3.2168 2.1197 0.3375  -0.14
30 H -3.2946 2.0810 1.4275  0.12
31 H -2.7434 3.0637 0.0633  0.12
32 H -4.5179 1.9346 -1.3604  0.12
33 H -5.1980 2.8915 -0.0393  0.11
34 H -5.5200 0.9090 1.3326  0.12
35 H -6.2388 0.5905 -0.2422  0.12
36 H -6.0812 -1.7891 0.3674  0.11
37 H -4.7374 -3.8403 0.1696  0.10
38 H -2.2940 -3.6718 -0.2084  0.10
39 H -1.2345 -1.4685 -0.3671  0.09
40 H -2.0539 1.1430 -1.1930  0.16
41 H 2.0051 1.9911 0.7390  0.12
42 H 0.9531 1.5510 2.0957  0.13
43 H 1.1173 -0.7962 1.6429  0.16
44 H 2.8302 -0.5596 -2.2285  0.14
45 H 2.6271 0.9801 -1.3849  0.13
46 C 4.6062 -1.7302 -0.5375  -0.02
47 H 5.5965 -1.8663 -0.1086  0.09
48 H 4.5966 -2.1812 -1.5270  0.09
49 H 3.8892 -2.2614 0.0855  0.09

=====

Record 2
Formula: C20H25NO3
Source: OMol25
Level of theory: ωB97M-V/def2-TZVPD

Output
Multiplicity: 1
SMILES string: O[C@H]1CCCN(C[C@@H](O)COc2ccc(-c3ccccc3)cc2)C1
HOMO-LUMO gap: 8.855 eV
Energy above the lowest of the compared OMol25 structures with the same formula, charge and spin: 61.0 kcal/mol

Each line ends with the Löwdin charge.
CARTESIAN COORDINATES (ANGSTROEM)
1 O -5.5667 -1.4294 0.6752  -0.02
2 H -4.8930 -2.0947 0.4940  0.09
3 C -5.6496 -0.5368 -0.4130  -0.37
4 C -6.4201 0.7002 0.0499  -0.14
5 C -5.5930 1.4526 1.0871  -0.17
6 C -4.2103 1.7820 0.5305  -0.18
7 N -3.5429 0.5496 0.1582  -0.20
8 C -4.2594 -0.1214 -0.9092  -0.13
9 H -3.7022 -1.0137 -1.2045  0.12
10 H -4.3700 0.5240 -1.7989  0.14
11 C -2.1140 0.6444 -0.0605  -0.10
12 H -1.8531 0.8051 -1.1158  0.13
13 C -1.4199 -0.6525 0.4478  -0.33
14 O -2.2963 -1.4493 1.1986  -0.03
15 H -3.1273 -0.9382 1.2763  0.07
16 C -0.8610 -1.4886 -0.7221  -0.15
17 O 0.0891 -0.7817 -1.4821  -0.04
18 C 1.3627 -0.6334 -1.0120  -0.26
19 C 2.2022 0.1520 -1.8038  0.00
20 C 3.5150 0.3607 -1.4443  -0.03
21 C 4.0399 -0.2131 -0.2867  -0.19
22 C 3.1976 -0.9975 0.4936  -0.02
23 C 1.8748 -1.2061 0.1467  -0.01
24 H 1.2588 -1.8151 0.7895  0.11
25 H 3.5736 -1.4380 1.4054  0.12
26 C 5.4420 0.0042 0.0967  -0.19
27 C 6.0316 1.2587 -0.0431  -0.04
28 C 7.3501 1.4624 0.3190  -0.09
29 C 8.1042 0.4159 0.8228  -0.10
30 C 7.5296 -0.8361 0.9642  -0.09
31 C 6.2101 -1.0405 0.6065  -0.04
32 H 5.7730 -2.0238 0.7027  0.11
33 H 8.1140 -1.6577 1.3528  0.10
34 H 9.1347 0.5753 1.1040  0.10
35 H 7.7916 2.4426 0.2102  0.10
36 H 5.4437 2.0833 -0.4195  0.11
37 H 4.1513 0.9584 -2.0800  0.11
38 H 1.7968 0.5845 -2.7052  0.12
39 H -0.4575 -2.4300 -0.3331  0.13
40 H -1.6625 -1.7298 -1.4256  0.12
41 H -0.5707 -0.3648 1.0865  0.14
42 H -1.7347 1.4944 0.5088  0.13
43 H -3.6158 2.2833 1.2977  0.12
44 H -4.3083 2.4643 -0.3330  0.13
45 H -6.1003 2.3718 1.3819  0.11
46 H -5.4777 0.8176 1.9657  0.12
47 H -7.3694 0.3857 0.4825  0.12
48 H -6.6214 1.3365 -0.8139  0.12
49 H -6.1893 -1.0175 -1.2483  0.15

=====

Record 3
Formula: C20H25NO4
Source: OMol25
Level of theory: ωB97M-V/def2-TZVPD

Output
Multiplicity: 1
SMILES string: CCOc1cc(C(=O)N(C)c2ccccc2)cc(OCC)c1OCC
HOMO-LUMO gap: 8.881 eV
Energy above the lowest of the compared OMol25 structures with the same formula, charge and spin: 58.3 kcal/mol

Each line ends with the Löwdin charge.
CARTESIAN COORDINATES (ANGSTROEM)
1 C -1.5410 -3.3161 0.0659  -0.05
2 C -0.5186 -3.2259 -1.0618  -0.23
3 H -0.2013 -4.2303 -1.3574  0.13
4 H -0.9470 -2.7301 -1.9416  0.12
5 O 0.6791 -2.5933 -0.6610  -0.05
6 C 0.7120 -1.2415 -0.4780  -0.16
7 C -0.3094 -0.3694 -0.8364  0.03
8 C -0.1647 0.9948 -0.6269  -0.16
9 C 1.0060 1.5097 -0.0878  0.04
10 C 2.0355 0.6536 0.2794  -0.18
11 C 1.8881 -0.7321 0.0948  -0.13
12 O 2.9010 -1.5461 0.5368  -0.03
13 C 3.6005 -2.2837 -0.4534  -0.23
14 C 4.3441 -1.3784 -1.4298  -0.06
15 H 4.9532 -1.9782 -2.1008  0.07
16 H 4.9839 -0.6918 -0.8810  0.08
17 H 3.6375 -0.7971 -2.0193  0.08
18 H 2.9150 -2.9456 -0.9947  0.11
19 H 4.3068 -2.8915 0.1173  0.12
20 O 3.2173 1.0479 0.8110  -0.03
21 C 3.4421 2.4261 1.0303  -0.25
22 C 4.8387 2.5735 1.6139  -0.06
23 H 5.5757 2.1900 0.9139  0.08
24 H 5.0480 3.6203 1.8151  0.08
25 H 4.9136 2.0076 2.5381  0.08
26 H 3.3653 2.9783 0.0835  0.13
27 H 2.6945 2.8246 1.7303  0.13
28 H 1.0903 2.5782 0.0240  0.12
29 C -1.2061 1.9586 -1.0824  -0.40
30 O -0.9123 2.9507 -1.7241  0.08
31 N -2.5090 1.6486 -0.7997  -0.04
32 C -2.9101 0.7000 0.1557  -0.24
33 C -4.0231 -0.1029 -0.0833  -0.03
34 C -4.4476 -1.0100 0.8707  -0.09
35 C -3.7724 -1.1290 2.0731  -0.10
36 C -2.6713 -0.3249 2.3204  -0.07
37 C -2.2465 0.5907 1.3768  -0.01
38 H -1.4023 1.2293 1.5841  0.12
39 H -2.1455 -0.4014 3.2600  0.11
40 H -4.1042 -1.8394 2.8146  0.10
41 H -5.3097 -1.6286 0.6701  0.10
42 H -4.5522 -0.0243 -1.0205  0.11
43 C -3.5444 2.4377 -1.4403  -0.02
44 H -4.3439 2.6506 -0.7319  0.10
45 H -3.0888 3.3689 -1.7758  0.09
46 H -3.9555 1.9194 -2.3098  0.09
47 H -1.2148 -0.7375 -1.2903  0.12
48 H -1.1082 -3.8453 0.9109  0.08
49 H -1.8408 -2.3260 0.3989  0.05
50 H -2.4202 -3.8545 -0.2772  0.08